This record from the OMol25 dataset describes C5H9N in the gas phase at a distorted geometry. The level of theory is ωB97M-V with the def2-TZVPD basis set.

ORCA input file:
```
! RIJCOSX wB97M-V def2-TZVPD def2/J DEFGRID3
* xyz 0 1
C 1.660 -1.134 1.614
C 1.099 -0.037 1.125
C 0.211 -0.013 -0.054
C 0.652 -0.439 -1.258
N -1.054 0.463 0.184
C -1.934 0.869 -0.870
H 1.557 -2.063 1.067
H 2.332 -1.103 2.459
H 1.260 0.882 1.677
H 0.260 -0.029 -2.179
H 1.568 -1.004 -1.336
H -1.197 0.681 1.153
H -1.454 1.658 -1.461
H -2.901 1.224 -0.544
H -2.060 0.046 -1.578
*
```

Output
SMILES string = C=CC(=C)NC
Orbital gap = 8.8240 eV
Max |F| = 1.1 eV Å⁻¹
HOMO level = -0.2841 Eh